(1)
{"formula": "C9H18OPRe", "method": "wB97M-V/def2-TZVPD", "spin_multiplicity": 4, "charge": 1, "orbital_gap_ev": [6.3, 6.8], "elements": ["C", "C", "C", "C", "C", "Re", "P", "H", "H", "H", "H", "H", "H", "H", "H", "C", "C", "O", "C", "C", "H", "H", "H", "H", "H", "H", "H", "H", "H", "H"], "positions_angstrom": [[-2.108, 0.027, 0.462], [-2.779, 0.408, -0.710], [-2.242, 1.223, -1.690], [-0.823, 1.327, -1.887], [0.168, 0.304, -1.722], [-0.236, 0.370, 0.143], [0.056, -1.747, 1.110], [-2.697, -0.348, 1.301], [-3.777, -0.013, -0.865], [-2.943, 1.762, -2.341], [0.963, -0.014, -2.454], [-0.508, 2.225, -2.448], [0.966, -2.630, 0.449], [-0.743, -2.845, 1.591], [0.735, -1.718, 2.372], [3.242, 2.215, 1.488], [2.296, 1.750, 0.401], [1.885, 0.455, 0.787], [2.989, -0.473, 0.774], [3.690, -0.508, -0.573], [2.934, 1.911, 2.485], [3.250, 3.291, 1.489], [4.278, 1.920, 1.315], [1.416, 2.409, 0.253], [2.770, 1.652, -0.577], [3.633, -0.199, 1.616], [2.524, -1.449, 0.992], [4.145, 0.449, -0.836], [4.514, -1.235, -0.554], [2.992, -0.761, -1.381]], "lowdin_spin": [0.205, 0.175, 0.178, 0.089, -0.063, 1.993, 0.116, 0.020, 0.008, 0.013, 0.014, 0.007, 0.011, 0.012, 0.021, 0.007, 0.050, 0.101, 0.004, 0.002, 0.000, 0.000, 0.001, 0.033, 0.001, 0.000, 0.001, 0.000, 0.000, 0.001]}

=====

(2)
{"formula": "C6H6N2O2S", "method": "wB97M-V/def2-TZVPD", "spin_multiplicity": 1, "orbital_gap_ev": 8.3, "elements": ["C", "C", "C", "C", "C", "C", "N", "N", "O", "O", "S", "H", "H", "H", "H", "H", "H"], "positions_angstrom": [[-1.374, 0.581, 0.939], [-1.624, 1.750, 0.073], [0.619, 2.304, -0.381], [-0.551, -0.340, 0.554], [1.449, 1.336, -0.046], [-0.266, -2.538, -0.445], [-0.749, 2.436, -0.514], [0.101, -1.299, 0.153], [2.396, -0.760, -1.208], [2.507, -0.611, 1.266], [1.908, -0.216, 0.026], [-1.824, 0.585, 1.920], [-2.659, 2.063, -0.017], [1.064, 3.290, -0.531], [-1.307, -2.554, -0.775], [0.404, -2.690, -1.292], [-0.094, -3.337, 0.277]], "nbo_charge": [-0.431, 0.135, -0.035, 0.505, -0.577, -0.421, -0.403, -0.492, -0.891, -0.889, 2.149, 0.272, 0.188, 0.207, 0.210, 0.243, 0.229]}

=====

(3)
{"formula": "C15H38BaCu2NO10P2", "method": "wB97M-V/def2-TZVPD", "spin_multiplicity": 1, "charge": 3, "orbital_gap_ev": 2.7, "elements": ["Cu", "Cu", "Ba", "O", "H", "C", "O", "N", "C", "C", "H", "H", "H", "H", "H", "H", "H", "C", "C", "O", "P", "O", "O", "C", "C", "O", "C", "C", "H", "H", "H", "H", "H", "H", "H", "H", "H", "H", "H", "H", "H", "H", "H", "C", "C", "O", "P", "O", "O", "C", "C", "O", "C", "C", "H", "H", "H", "H", "H", "H", "H", "H", "H", "H", "H", "H", "H", "H", "H"], "positions_angstrom": [[-6.285, 17.427, 8.973], [-8.198, 18.293, 5.009], [-11.450, 17.738, 9.476], [-8.764, 15.686, 7.221], [-9.067, 14.917, 6.700], [-7.164, 14.865, 1.261], [-6.896, 15.757, 2.134], [-7.274, 13.627, 1.569], [-7.330, 12.475, 0.641], [-7.055, 13.216, 2.913], [-7.332, 15.155, 0.213], [-7.892, 12.677, -0.271], [-7.981, 11.754, 1.136], [-6.430, 11.881, 0.483], [-7.473, 14.040, 3.492], [-7.648, 12.332, 3.144], [-5.985, 13.115, 3.096], [-6.792, 10.612, 9.073], [-7.754, 11.533, 9.696], [-8.640, 10.913, 10.646], [-9.829, 11.709, 11.486], [-9.932, 13.135, 11.216], [-9.464, 11.334, 13.066], [-8.318, 11.993, 13.595], [-7.272, 10.886, 13.818], [-11.173, 10.838, 11.135], [-11.124, 9.376, 10.706], [-10.918, 8.398, 11.866], [-5.843, 10.385, 9.558], [-7.258, 9.713, 8.669], [-6.461, 11.027, 8.121], [-7.256, 12.215, 10.385], [-8.380, 12.038, 8.961], [-7.924, 12.755, 12.922], [-8.611, 12.294, 14.601], [-6.948, 10.442, 12.877], [-6.395, 11.043, 14.446], [-7.665, 10.021, 14.352], [-11.984, 9.224, 10.054], [-10.358, 9.050, 10.002], [-11.077, 7.403, 11.450], [-9.908, 8.326, 12.269], [-11.721, 8.532, 12.591], [-18.211, 17.224, 3.255], [-17.255, 16.048, 3.468], [-16.660, 16.317, 4.738], [-15.346, 15.331, 5.074], [-14.566, 15.750, 6.261], [-16.027, 13.782, 5.167], [-15.606, 12.868, 6.165], [-14.354, 12.330, 5.467], [-14.344, 15.229, 3.705], [-13.286, 16.150, 3.658], [-12.911, 16.209, 2.095], [-17.654, 18.158, 3.188], [-18.841, 17.017, 2.390], [-18.763, 17.200, 4.195], [-17.967, 15.227, 3.543], [-16.531, 15.773, 2.700], [-15.396, 13.386, 7.101], [-16.376, 12.099, 6.221], [-13.510, 12.957, 5.753], [-13.994, 11.340, 5.749], [-14.575, 12.277, 4.401], [-13.581, 17.145, 3.991], [-12.457, 15.884, 4.315], [-13.008, 15.258, 1.572], [-13.501, 16.991, 1.618], [-11.987, 16.776, 1.973]], "nbo_charge": [0.981, 0.920, 1.977, -1.341, 0.459, 0.522, -0.736, -0.386, -0.424, -0.421, 0.151, 0.231, 0.206, 0.225, 0.214, 0.208, 0.215, -0.654, -0.053, -0.838, 2.564, -1.153, -0.781, -0.080, -0.655, -0.823, -0.061, -0.647, 0.233, 0.237, 0.221, 0.172, 0.177, 0.172, 0.205, 0.210, 0.231, 0.233, 0.204, 0.195, 0.233, 0.230, 0.226, -0.613, -0.093, -0.772, 2.531, -1.157, -0.791, -0.064, -0.641, -0.786, -0.056, -0.634, 0.206, 0.233, 0.221, 0.191, 0.195, 0.186, 0.211, 0.195, 0.218, 0.236, 0.165, 0.155, 0.243, 0.224, 0.202]}

=====

(4)
{"formula": "C4H7N3O", "method": "wB97M-V/def2-TZVPD", "spin_multiplicity": 1, "orbital_gap_ev": 10.3, "elements": ["C", "C", "C", "C", "H", "H", "H", "H", "H", "H", "H", "N", "N", "N", "O"], "positions_angstrom": [[-0.577, -2.914, -0.825], [0.769, -2.281, -0.996], [-0.659, 0.664, -0.443], [0.179, 2.593, 2.299], [-1.149, -2.751, -1.919], [-0.617, -4.112, -0.705], [-1.385, -2.495, 0.006], [1.743, -2.926, -1.098], [-1.787, 0.961, -0.408], [0.171, 3.626, 2.792], [0.713, 1.487, 2.927], [1.081, -1.003, -1.058], [-0.243, -0.349, -1.098], [-0.377, 2.485, 1.189], [0.101, 1.237, 0.620]], "nbo_charge": [-0.731, 0.083, 0.379, -0.098, 0.260, 0.237, 0.256, 0.201, 0.192, 0.215, 0.189, -0.243, -0.377, -0.144, -0.421]}

=====

no.,electronic energy (Ha)
1,-848.077536
2,-890.190594
3,-5389.512572
4,-395.891687